Below is an isolated molecule of C5H10O at a distorted geometry, with properties calculated with ωB97M-V with the def2-TZVPD basis set.

E_LUMO   1.08 eV
Structure (SMILES)   CC/C=C/CO
Energy above the lowest of the compared OMol25 structures with the same formula, charge and spin   31.27 kcal per mole
Gap between HOMO and LUMO   10.61 eV
Multiplicity   1

Structure (XYZ):
```
16
Properties=species:S:1:pos:R:3:lowdin_charge:R:1
C -1.60 0.49 -1.93 -0.128
C -0.37 0.95 -1.17 -0.260
C 1.43 -1.03 1.63 -0.238
O 0.45 -1.27 2.70 -0.094
C 0.98 0.11 0.77 -0.102
C 0.25 -0.12 -0.31 -0.106
H -1.41 -0.42 -2.51 0.072
H -2.05 1.27 -2.54 0.067
H -2.45 0.18 -1.31 0.075
H -0.64 1.81 -0.56 0.112
H 0.35 1.30 -1.87 0.096
H 2.32 -0.84 2.24 0.107
H 1.51 -1.94 1.05 0.107
H 0.24 -0.44 3.11 0.066
H 1.10 1.07 1.24 0.108
H -0.10 -1.12 -0.55 0.117
```